{"formula": "C33H28CdCl2N3OS4", "method": "ωB97M-V with the def2-TZVPD basis set", "charge": -1, "e_tot_ha": -4194.77532, "de_lowest_kcal_mol": 81.5, "homo_ha": -0.1784, "lumo_ha": 0.082, "multiplicity": 1, "gap_ev": 7.07, "species": ["H", "H", "C", "H", "H", "H", "C", "C", "H", "H", "O", "H", "N", "H", "H", "C", "C", "C", "C", "C", "C", "C", "C", "C", "C", "H", "C", "H", "H", "C", "S", "S", "H", "C", "C", "Cl", "C", "N", "H", "H", "H", "C", "C", "C", "C", "C", "H", "H", "H", "C", "C", "Cl", "H", "S", "C", "C", "S", "H", "H", "C", "C", "H", "H", "Cd", "H", "C", "C", "H", "C", "C", "H", "N"], "xyz": [[-0.9017, 1.0067, -5.0002], [1.9534, 4.1058, 0.5488], [-4.8808, -0.8515, 1.5643], [2.7043, 3.2971, -0.8154], [5.2496, -1.7744, -1.0700], [-2.0548, -3.5964, 1.3709], [-4.7826, 0.1138, -1.0019], [-2.4546, -1.2354, 3.7189], [-6.8258, 0.7152, -0.7369], [0.9895, -2.0755, 0.1433], [-0.8340, 0.2293, 2.5427], [3.0660, -2.6518, -3.9870], [-3.7037, -0.4545, -0.4767], [2.9478, -3.3386, -2.3633], [1.2872, 1.2454, -6.1129], [2.2635, -0.7345, -2.2821], [-5.9631, 0.2340, -0.2973], [-2.1797, -2.7081, 1.9753], [1.8914, 3.0193, -3.3048], [-2.1006, 0.9757, 4.3700], [1.2544, -0.1865, 1.0698], [4.2553, -1.3287, -1.0044], [-3.9604, -1.4538, 3.8554], [-2.3666, -1.3463, 1.3100], [-0.1097, 1.5743, -4.5291], [0.2504, -1.9397, 1.7322], [-0.3757, 2.1415, -3.2749], [-4.6700, 0.4962, -2.0105], [4.5398, -3.1001, -3.1071], [3.1041, 0.6928, 2.2842], [-2.4724, 2.3725, 1.8427], [-1.9798, 1.9782, -2.5779], [-2.0920, -0.5598, 5.8839], [-6.0031, -0.2625, 0.9922], [1.8493, 3.2670, -0.1404], [-6.5431, -1.8270, 3.5057], [3.6309, -1.2738, -2.4036], [1.2079, -0.2956, -2.1872], [3.9693, -0.2671, -4.3005], [4.3458, -0.3286, -0.5782], [5.4450, -0.7707, -3.4485], [-2.1337, -0.2714, 4.8434], [-3.7264, -0.9256, 0.7628], [-2.0382, 0.9849, 2.8589], [3.5370, -2.6825, -3.0042], [2.1325, 2.4397, -4.5379], [3.5871, 2.7298, 1.7657], [2.6643, 3.6211, -2.8411], [-1.8732, -3.4638, 3.9705], [-2.0778, -0.4412, 2.4992], [2.2675, -0.3671, 2.0036], [0.8663, -2.7092, 4.0745], [3.8701, 0.5998, 3.0440], [0.3665, 3.6388, -1.0943], [0.4093, -1.4086, 0.7849], [1.9145, 1.9761, 0.6592], [-1.1589, -1.1855, -0.0789], [3.0925, 2.5716, -5.0216], [2.3224, -1.3056, 2.5465], [4.4431, -0.3563, -3.3225], [0.6671, 2.8540, -2.6629], [3.6496, -1.9275, -0.3234], [4.5266, 0.6438, -2.8964], [-1.3059, 1.4446, -0.2031], [-6.9085, -0.1795, 1.5768], [-4.9328, -1.3238, 2.9636], [-2.0158, -2.6344, 3.2987], [-4.2319, -1.8670, 4.8211], [1.1179, 1.7087, -5.1480], [2.9415, 1.8786, 1.5874], [-1.9957, 1.8819, 4.9494], [1.0719, 0.9719, 0.4242]], "forces_ev_per_a": [[0.01, -0.01, -0.01], [0.05, 0.01, -0.01], [0.03, -0.07, 0.08], [0.05, 0.02, 0.07], [0.01, 0.01, 0.00], [-0.10, -0.03, 0.03], [0.02, -0.02, -0.03], [-0.30, -0.24, 0.12], [0.00, 0.01, 0.00], [0.02, 0.00, 0.00], [0.05, -0.16, 0.07], [0.01, -0.01, -0.01], [-0.02, -0.09, -0.06], [0.02, -0.01, 0.01], [-0.01, 0.00, -0.01], [0.20, 0.07, -0.09], [-0.01, 0.01, 0.00], [0.22, -0.02, -0.15], [-0.02, -0.06, 0.02], [0.08, 0.01, -0.06], [0.06, -0.02, -0.11], [-0.02, 0.03, 0.01], [0.12, -0.03, 0.03], [0.11, 0.10, -0.05], [-0.02, 0.03, 0.00], [0.05, -0.01, -0.02], [-0.05, 0.09, -0.02], [-0.01, -0.01, -0.01], [0.00, 0.00, 0.01], [0.03, 0.04, -0.03], [0.19, -0.20, -0.10], [0.05, -0.08, 0.04], [0.05, 0.00, 0.00], [-0.05, -0.02, -0.02], [-0.09, 0.02, -0.02], [0.06, 0.06, -0.01], [-0.05, -0.08, 0.05], [-0.14, -0.18, -0.05], [0.02, -0.01, 0.00], [-0.01, 0.00, 0.01], [0.01, 0.00, 0.00], [0.04, -0.01, -0.01], [0.04, -0.03, 0.09], [-0.11, 0.02, -0.13], [-0.04, 0.03, 0.00], [-0.02, -0.02, 0.02], [0.00, 0.00, -0.01], [0.00, 0.00, -0.01], [0.22, 0.02, 0.00], [-0.20, 0.27, 0.05], [0.03, -0.04, 0.05], [0.13, -0.06, 0.06], [0.01, -0.02, 0.00], [-0.12, -0.10, 0.14], [-0.08, -0.02, 0.05], [0.08, 0.01, -0.10], [-0.05, 0.28, 0.09], [0.00, 0.00, -0.01], [-0.04, 0.02, 0.02], [-0.04, 0.04, -0.01], [0.09, 0.03, -0.01], [0.02, -0.02, -0.01], [-0.01, 0.00, 0.00], [0.01, 0.24, -0.11], [0.01, 0.00, -0.01], [-0.06, 0.07, -0.05], [-0.33, 0.13, -0.02], [-0.03, 0.02, 0.00], [0.01, 0.01, 0.02], [0.00, -0.02, 0.02], [-0.04, 0.00, 0.02], [-0.13, -0.01, 0.12]]}